# 1
# C20H44IN2O10PS

A cluster of 3 separate species, C20H44IN2O10PS in total in a non-equilibrium geometry (ωB97M-V with the def2-TZVPD basis set, the OMol25 dataset).

XYZ file:
```
79
Properties=species:S:1:pos:R:3:forces:R:3
O 4.5188 0.9971 0.3317 -0.66 -1.19 3.20
C 4.1653 0.6916 1.4886 0.21 1.34 -2.10
O 3.1105 1.4697 2.0416 1.98 -1.12 -0.15
C 4.8202 -0.5326 2.2923 -1.34 0.43 -0.75
C 4.2786 -1.8620 1.5226 -0.32 1.42 0.62
C 2.9020 -2.2439 2.2500 1.07 -0.47 0.25
C 1.9626 -3.2268 1.4208 0.28 0.29 0.29
O 1.0168 -3.9234 2.3192 -0.41 1.20 0.07
S 0.2054 -2.8411 3.3045 -1.87 -1.92 2.51
O -0.5895 -3.7098 4.2543 1.90 2.05 -2.91
O -0.9268 -2.0781 2.3297 1.11 -0.55 -0.04
C -0.3680 -0.8457 1.8033 0.04 1.16 -0.61
C 0.6347 -1.0313 0.5636 0.23 0.48 0.36
C 1.0799 -2.5517 0.2774 -0.03 0.67 0.78
P 1.7857 -2.6026 -1.4809 -1.06 1.60 -1.53
O 2.1186 -0.9481 -1.9239 0.33 -1.99 1.69
I 3.9697 -3.7060 -1.6378 0.04 0.10 0.36
H 3.1189 2.2988 1.5108 -0.13 -0.80 0.16
H 5.9400 -0.4104 2.1807 -1.41 -0.10 0.23
H 4.4642 -0.5516 3.3765 0.74 0.17 -1.45
H 5.0908 -2.6445 1.6076 -1.24 0.69 -0.40
H 4.0911 -1.5174 0.4474 0.55 -0.94 1.42
H 2.4285 -1.2690 2.5783 0.22 -1.25 -0.54
H 3.1927 -2.7955 3.2173 -0.55 0.75 -1.35
H 2.6391 -4.0772 1.0513 -1.21 1.26 0.25
H 0.0961 -0.2493 2.6523 -0.43 -0.89 -1.16
H -1.2622 -0.2256 1.4419 1.23 -1.09 0.66
H 1.5641 -0.3859 0.7731 -1.33 -0.95 -0.31
H 0.1283 -0.5382 -0.3368 0.81 -1.08 1.05
H 0.0980 -3.1481 0.2385 1.61 0.58 -0.26
H 2.6613 -0.5147 -1.2311 -0.21 -0.02 -0.57
C -4.6257 2.0173 7.2171 -0.17 -0.17 -0.22
O -5.0078 2.3994 5.9053 0.13 0.27 0.39
C -4.7510 3.7703 5.6011 -0.01 -0.04 -0.60
C -3.5563 3.9169 4.6564 -0.04 -0.13 0.45
N -2.2955 3.5973 5.3227 -0.05 -0.13 -0.21
C -1.1640 3.3806 4.4187 -0.10 -0.13 0.15
C -1.2903 2.3066 3.3236 0.37 0.06 0.11
O -1.3003 0.9677 3.8031 -0.31 0.49 0.07
C -2.5402 0.5405 4.3474 0.22 -0.39 0.04
H -5.0966 1.0577 7.4370 0.00 0.08 -0.09
H -3.5445 1.8824 7.2921 0.09 0.06 0.18
H -4.9591 2.7466 7.9605 0.06 0.01 0.00
H -4.6304 4.3767 6.5044 0.13 -0.15 0.04
H -5.6401 4.1373 5.0788 0.05 0.02 0.02
H -3.5150 4.9465 4.2851 0.01 -0.03 0.02
H -3.7410 3.2578 3.8022 -0.16 0.06 -0.09
H -2.4151 2.7635 5.8835 -0.04 0.10 -0.03
H -0.3119 3.1105 5.0493 0.02 0.01 -0.11
H -0.9146 4.3359 3.9453 -0.05 -0.03 -0.09
H -0.3939 2.3844 2.6986 0.02 -0.03 0.06
H -2.1356 2.4826 2.6498 -0.16 -0.03 0.13
H -3.3958 0.9515 3.8067 0.03 0.12 0.09
H -2.5884 0.7852 5.4069 -0.26 0.11 0.07
H -2.5829 -0.5482 4.2759 0.10 0.04 -0.12
C 0.0800 0.2335 -4.1125 -0.25 -0.25 0.00
O -1.0016 0.0117 -5.0044 0.24 0.44 0.07
C -1.1015 0.9785 -6.0493 -0.33 -0.34 -0.39
C -0.6506 0.3960 -7.3902 0.25 0.10 0.39
N 0.7936 0.1760 -7.4273 -0.15 -0.15 -0.03
C 1.2536 -0.6835 -8.5208 -0.01 -0.05 0.22
C 0.6577 -2.0967 -8.6484 0.37 0.01 -0.15
O 1.0553 -3.0028 -7.6272 -0.26 0.17 -0.15
C 0.3771 -2.8424 -6.3919 0.27 -0.32 -0.02
H -0.0846 -0.3778 -3.2242 -0.04 0.01 -0.13
H 1.0279 -0.0760 -4.5567 0.17 0.12 0.10
H 0.1392 1.2818 -3.8058 0.05 0.01 -0.04
H -0.5662 1.9025 -5.8080 0.15 -0.13 0.04
H -2.1639 1.2293 -6.1309 0.05 0.02 -0.02
H -0.9294 1.0852 -8.1947 0.02 -0.02 0.02
H -1.2059 -0.5358 -7.5373 -0.19 0.04 -0.02
H 1.0918 -0.2388 -6.5537 -0.07 0.07 -0.05
H 2.3349 -0.7913 -8.3952 -0.05 -0.04 -0.09
H 1.0983 -0.1510 -9.4649 -0.08 -0.06 -0.02
H 1.0457 -2.5212 -9.5798 0.03 0.01 0.08
H -0.4319 -2.0912 -8.7585 -0.06 0.07 0.18
H -0.6728 -2.5714 -6.5254 0.05 0.14 0.00
H 0.8963 -2.1144 -5.7706 -0.19 0.18 0.16
H 0.4177 -3.7940 -5.8583 0.02 -0.03 -0.13
```
Forces are in eV/Å.

Maximum force: 4.03 eV/A
DFT total energy: -2687.43430 hartree


# 2
# C19H21N6PdSSbSe4

A structure of composition C19H21N6PdSSbSe4 in a non-equilibrium geometry (ωB97M-V with the def2-TZVPD basis set, the OMol25 dataset).

XYZ file:
```
53
Properties=species:S:1:pos:R:3:forces:R:3
Pd -0.0686 1.0044 0.6915 0.02 -1.04 0.15
N 2.1197 -0.5892 2.5446 -0.04 -0.03 0.40
N 1.9111 -1.9593 2.5233 0.05 -0.08 -0.34
C 0.7104 -2.4471 2.0936 -0.12 0.05 0.01
N 0.7741 -3.8119 1.8408 -0.08 -0.01 0.17
S -0.6697 -1.5872 1.8249 0.14 -0.10 0.17
H 2.3582 -0.1631 1.6544 -0.05 0.00 -0.12
H 2.7161 -0.3066 3.3046 0.00 -0.04 0.01
H 2.6942 -2.5586 2.2874 0.04 0.11 -0.09
H 1.2917 -4.3536 2.5203 0.05 0.02 -0.05
H -0.1409 -4.1903 1.6502 0.02 0.01 -0.03
N 2.2338 4.0971 4.5564 0.07 0.04 -0.04
C 1.2439 3.1536 4.3435 -0.12 -0.12 0.12
C 1.1822 2.5098 3.0894 0.01 -0.11 0.06
N 0.2087 1.6752 2.8044 0.10 0.45 -0.18
C -0.7121 1.4400 3.7525 -0.02 -0.09 0.08
C -0.5861 2.0047 4.9963 -0.05 -0.13 -0.07
N 0.3881 2.8737 5.3081 0.13 0.11 -0.02
H 2.3645 4.6446 3.7054 0.00 0.00 0.00
H 1.9954 4.6934 5.3361 -0.01 0.00 0.00
H 1.9405 2.6769 2.3322 -0.04 0.05 -0.04
H -1.5329 0.7917 3.4847 -0.01 0.03 0.00
H -1.3005 1.7746 5.7790 -0.01 0.01 -0.02
C 0.6082 -4.1679 -4.1583 -0.01 -0.01 0.01
C -0.2893 -3.1215 -4.3251 -0.01 0.01 -0.01
C -0.3462 -2.0691 -3.4238 0.04 0.03 0.01
C 0.5010 -2.0277 -2.3049 -0.02 -0.10 -0.04
C 1.4071 -3.0912 -2.1640 -0.03 0.03 0.02
C 1.4637 -4.1407 -3.0653 0.01 -0.01 -0.01
C 0.5349 -0.9874 -1.2649 0.02 0.12 0.03
C -0.2539 0.0777 -1.0511 -0.13 -0.06 0.01
C -1.3798 0.4232 -1.9379 -0.08 0.01 -0.03
C -1.2250 1.3409 -2.9699 0.03 -0.05 0.03
C -2.2901 1.6288 -3.8123 -0.02 0.01 0.00
C -3.5103 0.9935 -3.6439 0.00 0.02 -0.04
C -3.6737 0.0830 -2.6042 0.00 -0.01 0.04
C -2.6208 -0.1896 -1.7502 0.02 0.00 -0.03
H 0.6403 -4.9876 -4.8666 0.01 0.01 -0.01
H -0.9615 -3.1180 -5.1758 0.00 0.00 0.00
H -1.0499 -1.2706 -3.5990 -0.01 0.01 0.01
H 2.0786 -3.0827 -1.3121 -0.01 0.00 0.01
H 2.1816 -4.9396 -2.9146 -0.01 0.00 0.01
H 1.3384 -1.1509 -0.5516 0.03 0.03 -0.02
H -0.2792 1.8520 -3.0905 0.00 0.02 0.01
H -2.1650 2.3848 -4.5775 0.00 -0.01 -0.01
H -4.3421 1.2261 -4.2996 0.00 0.01 0.01
H -4.6350 -0.3931 -2.4444 0.01 -0.01 -0.01
H -2.7433 -0.8787 -0.9226 -0.01 0.01 0.01
Se 0.6553 5.3363 1.6194 0.01 -0.02 0.09
Sb -0.0624 3.6615 -0.0393 -0.12 0.76 -0.27
Se 1.9855 2.0281 -0.3121 -0.04 0.10 0.16
Se -0.4731 4.7232 -2.1916 0.07 -0.04 -0.04
Se -2.2158 2.4845 0.7303 0.20 0.07 -0.11
```
Forces are in eV/Å.

Maximum force: 1.05 eV/A
DFT total energy: -11437.30966 hartree
Net charge: -2


# 3
# Cl4Mg

A structure of composition Cl4Mg (ωB97M-V with the def2-TZVPD basis set, the OMol25 dataset).

XYZ file:
```
5
Properties=species:S:1:pos:R:3:forces:R:3
Mg 0.0627 -0.0015 0.0776 -0.39 -0.13 -0.61
Cl -0.6173 -2.1587 -0.7629 0.00 -0.05 0.09
Cl -1.7191 1.1288 1.0838 -0.27 0.10 0.31
Cl 1.8578 -0.2756 1.4879 0.44 -0.01 0.31
Cl 0.4160 1.3070 -1.8864 0.22 0.09 -0.10
```
Forces are in eV/Å.

Maximum force: 0.74 eV/A
DFT total energy: -2041.17969 hartree
Net charge: -2


# 4
# C5H9NO

The molecule C5H9NO in a non-equilibrium geometry (ωB97M-V with the def2-TZVPD basis set, the OMol25 dataset).

XYZ file:
```
16
Properties=species:S:1:pos:R:3:forces:R:3
C -1.1180 -0.8567 0.7249 -0.02 -0.07 0.06
C -0.2505 0.2293 0.0658 -0.06 0.01 -0.04
C -0.3083 0.0947 -1.4637 -0.03 0.07 -0.05
C -0.7859 1.5472 0.4593 -0.35 0.89 0.25
N -1.1965 2.5803 0.7795 0.38 -0.94 -0.30
C 1.2165 0.1998 0.5472 -0.02 0.32 0.06
O 1.7874 -1.0669 0.2846 0.12 -0.03 -0.11
H -0.7578 -1.8499 0.4427 0.03 0.17 0.03
H -1.1112 -0.7743 1.8164 0.06 0.01 -0.16
H -2.1543 -0.7529 0.3849 0.19 -0.03 0.06
H -1.3469 0.0645 -1.8052 0.14 0.01 0.03
H 0.1867 -0.8327 -1.7606 -0.06 0.08 0.05
H 0.1896 0.9378 -1.9538 -0.05 -0.12 0.07
H 1.7613 1.0015 0.0266 -0.10 -0.17 0.10
H 1.2617 0.4223 1.6229 -0.07 -0.12 -0.16
H 2.6263 -0.9439 -0.1715 -0.15 -0.06 0.10
```
Forces are in eV/Å.

Maximum force: 1.06 eV/A
DFT total energy: -325.89945 hartree


# 5
# C3H10N3

A cluster of 2 separate species, C3H10N3 in total in a non-equilibrium geometry (ωB97M-V with the def2-TZVPD basis set, the OMol25 dataset).

XYZ file:
```
16
Properties=species:S:1:pos:R:3:forces:R:3
C 0.7247 0.7796 -0.8312 -0.39 -1.42 -1.35
C 1.8872 1.4142 -0.3733 0.32 2.58 1.83
C -2.5534 -0.2270 0.3369 -0.03 0.48 -2.54
N -0.5044 0.6299 -0.3567 -1.54 -0.91 1.19
N 1.2166 -1.6116 0.1788 0.19 0.41 0.26
N -1.1238 -0.2867 0.2568 1.68 0.12 0.38
H 1.7629 1.9810 0.6223 0.38 -1.10 -1.17
H 2.4069 2.1187 -1.0809 -0.44 -1.21 0.25
H 2.4178 0.4500 -0.2731 0.66 0.35 0.12
H -3.0122 0.7675 0.2748 0.24 0.08 -0.34
H -2.8711 -0.8792 -0.5228 -0.34 0.51 0.96
H -2.8307 -0.6173 1.2622 -0.49 -1.02 1.36
H -1.1305 1.3284 -0.7433 -0.09 1.14 -0.51
H 0.8503 -1.4783 1.1095 -0.51 0.11 0.18
H 2.1110 -2.0371 0.3834 0.50 -0.05 -0.50
H 0.6485 -2.3320 -0.2436 -0.15 -0.07 -0.15
```
Forces are in eV/Å.

Maximum force: 3.18 eV/A
DFT total energy: -284.11856 hartree
Net charge: +1


# 6
# C4H10S

The molecule C4H10S in a non-equilibrium geometry (ωB97M-V with the def2-TZVPD basis set, the OMol25 dataset).

XYZ file:
```
15
Properties=species:S:1:pos:R:3:forces:R:3
C -2.3951 -0.4130 0.1568 -1.51 -1.85 0.05
C -0.9890 -0.6828 -0.3339 0.92 0.25 -1.14
C 0.0129 0.1806 0.4049 1.86 2.26 -0.38
C -0.0337 1.7289 -0.1354 -1.89 -3.27 0.88
S 1.7633 -0.4590 -0.0749 -0.84 0.12 -0.13
H -2.4395 -0.6636 1.2376 -0.17 0.47 -0.45
H -2.9782 -1.2664 -0.3371 0.05 1.55 0.60
H -2.8769 0.6090 -0.0406 1.00 -1.59 0.13
H -0.6390 -1.7660 -0.4610 -0.89 1.30 0.97
H -0.9614 -0.3516 -1.3825 0.13 0.03 0.01
H -0.1152 0.2599 1.5009 0.11 -0.65 -0.54
H 0.2618 1.7270 -1.1300 1.20 0.02 -1.80
H 0.5104 2.3904 0.4605 0.91 0.93 0.90
H -1.0706 2.0285 -0.2295 -0.39 0.22 0.58
H 2.5242 -0.5053 1.0264 -0.47 0.21 0.33
```
Forces are in eV/Å.

Maximum force: 3.88 eV/A
DFT total energy: -556.55061 hartree


# 7
# C21H40Cl3N4O3SSiSn

A structure of composition C21H40Cl3N4O3SSiSn in a non-equilibrium geometry (ωB97M-V with the def2-TZVPD basis set, the OMol25 dataset).

XYZ file:
```
74
Properties=species:S:1:pos:R:3:forces:R:3
C -1.5759 -2.0652 -3.1751 0.00 0.04 -0.32
C -1.0341 -2.7215 -1.9484 0.10 -1.00 0.78
H -1.4653 -2.7032 -4.0581 -0.15 0.05 0.11
H -1.0498 -1.1241 -3.3842 -0.21 -0.21 0.17
H -2.6422 -1.8321 -3.0242 0.28 0.02 -0.13
C -0.4328 -3.9251 -1.9551 -0.63 0.59 0.17
C -0.3030 -4.8034 -3.1523 0.37 -0.46 -0.50
H -0.0911 -4.3795 -1.0196 -0.26 0.29 -0.36
H 0.1615 -4.3304 -4.0332 -0.23 0.00 0.25
H -1.2771 -5.2204 -3.4613 0.32 0.08 0.01
H 0.3500 -5.6381 -2.8802 -0.13 -0.13 -0.21
Sn 0.1469 0.6113 0.6545 0.02 -0.90 -0.43
Cl -2.1986 1.0551 1.0485 -2.48 0.49 0.43
Cl 1.2996 2.7096 0.4120 1.34 3.05 -0.43
H 1.0137 5.3192 4.4792 0.08 0.00 -0.09
H -1.4770 6.4769 3.0385 0.20 -0.07 -0.14
C 1.1582 5.1603 3.4019 -0.07 -0.05 -0.08
C -0.9115 5.9652 2.2405 -0.11 -0.25 0.09
N -0.1055 4.8667 2.7527 -0.34 0.13 0.31
H 1.8350 4.3158 3.2542 -0.07 0.19 -0.04
C -0.6221 3.6357 2.9034 0.67 -0.88 -0.08
O 0.0064 2.7084 3.4409 -0.94 1.28 -0.18
H -1.6353 5.5819 1.5070 0.31 0.13 0.15
H -1.6281 3.5076 2.4568 0.32 -0.14 0.14
H 1.5590 6.0692 2.9542 0.15 -0.09 0.03
H -0.2470 6.6929 1.7642 -0.20 -0.15 -0.05
H 1.6362 -1.3329 -2.7830 0.23 0.22 0.21
H 2.4618 -3.8888 -1.4738 0.19 0.13 -0.06
C 2.5924 -1.0237 -2.3315 -0.30 -0.22 -0.07
C 3.3177 -3.2021 -1.3666 -0.37 0.05 0.18
N 2.8694 -1.8360 -1.1555 0.47 -0.14 -0.17
H 2.5370 0.0296 -2.0366 -0.05 -0.32 -0.07
C 2.7988 -1.3165 0.0805 -0.50 2.04 0.09
O 2.4577 -0.1303 0.3093 1.45 -2.40 -0.28
H 3.9178 -3.5218 -0.5045 -0.09 -0.01 -0.28
H 3.0554 -2.0303 0.8851 -0.05 0.24 -0.11
H 3.3983 -1.1893 -3.0600 -0.07 0.16 0.11
H 3.9162 -3.2496 -2.2851 -0.02 -0.02 0.28
O -0.1125 -0.9875 -0.7265 0.10 -1.18 -0.61
C -1.1654 -1.9061 -0.6686 1.09 0.74 0.05
C 0.2351 -3.2030 0.9241 0.09 -0.64 0.16
C -1.0211 -2.7005 0.6137 -0.47 -0.22 -0.60
H 1.0718 -2.9557 0.2623 -0.48 0.01 0.47
C 0.3953 -4.0799 1.9935 -0.20 0.08 -0.24
H -2.1056 -1.3388 -0.6692 -0.41 -0.33 0.05
C -2.1134 -2.9746 1.4303 0.17 -0.37 0.01
H 1.3987 -4.4388 2.2250 -0.29 -0.11 0.05
C -0.7222 -4.4710 2.7407 0.04 0.05 0.05
C -1.9731 -3.8914 2.4757 0.13 -0.06 0.05
H -3.0642 -2.4898 1.1939 0.21 -0.25 0.18
H -0.5964 -5.2083 3.5446 -0.17 0.33 -0.28
H -2.8395 -4.1577 3.0863 0.25 0.06 -0.13
Si -0.4690 3.0891 -2.9054 0.01 -1.23 1.21
Cl -0.5801 1.0778 -2.2159 -0.17 1.24 -1.37
C 1.3355 3.5135 -2.7685 0.31 0.35 -0.41
C -1.5717 3.9700 -1.6942 -0.27 0.45 -0.03
C -1.1310 3.1583 -4.6412 -0.08 -0.08 -0.35
H 1.9416 2.6484 -2.4751 -0.29 0.22 0.08
H 1.4957 4.3064 -2.0298 0.02 -0.24 -0.06
H 1.7082 3.8614 -3.7366 0.05 0.09 -0.07
H -0.4471 2.6526 -5.3300 -0.05 0.04 0.04
H -1.2664 4.1852 -4.9926 0.04 0.01 0.04
H -2.0997 2.6507 -4.7034 0.11 0.07 0.07
H -1.6064 3.4545 -0.7274 0.19 0.01 -0.21
H -2.5997 4.0216 -2.0752 0.12 0.02 0.04
H -1.2117 4.9930 -1.5336 -0.09 -0.02 0.04
N -0.8843 0.3653 4.4909 -0.35 0.59 0.41
C -0.3138 -0.7333 4.0262 1.92 -0.21 -1.01
N -0.6065 -1.8813 4.6719 -0.52 -0.49 0.54
S 0.8668 -0.7074 2.7543 -0.29 -0.71 3.16
H -1.3672 0.3214 5.3818 0.09 0.07 -0.38
H -0.6208 1.2867 4.1017 -0.09 -0.31 -0.04
H -0.2706 -2.7584 4.2942 -0.14 0.40 -0.13
H -1.4818 -1.9131 5.1871 0.18 -0.16 -0.23
```
Forces are in eV/Å.

Maximum force: 3.36 eV/A
DFT total energy: -3551.65708 hartree
Net charge: -1